1.
Molecular formula: C3H12N2O
Method: DFT, ωB97M-V/def2-TZVPD

The geometry in XYZ format:
```
18
C3H12N2O ωB97M-V/def2-TZVPD
C 2.74116 -2.27604 0.59172
C 1.44871 -2.35252 0.32234
N 0.33117 1.18585 -2.41169
H 3.33792 -3.06206 1.00924
H -0.91908 2.67978 1.24996
H 3.30880 -1.35807 0.46892
H 0.89102 -3.24038 0.57874
H 1.04466 -1.48416 -0.17960
H 1.16664 0.91543 -1.90897
H -0.26010 0.36978 -2.48585
H 0.50086 1.62674 -3.30042
N -1.94250 0.59092 0.07796
C -1.93063 1.07775 1.46804
O -1.83525 2.44649 1.46737
H -1.07385 0.69454 -0.46175
H -2.79770 0.92316 -0.37876
H -1.14374 0.53649 1.99845
H -2.86810 0.72630 1.89429
```

Values from the calculation:
Electronic energy, Ha: -305.85530
HOMO-LUMO gap (spin up / spin down), eV: 9.566 / 3.966
E_LUMO (spin up / spin down), eV: -3.6 / -9.2
Expectation value of S²: 0.7558
Total charge: +1
Spin multiplicity: 2

natural (NBO) atomic charge list, values in e, 6 entries: C -0.34; C -0.42; N -1.10; H 0.21; H 0.50; H 0.19


2.
Molecular formula: C3H12N2O2
Method: DFT, ωB97M-V/def2-TZVPD

The geometry in XYZ format:
```
19
C3H12N2O2 ωB97M-V/def2-TZVPD
C -1.15741 1.23257 0.65110
C -0.54523 0.22516 -0.33504
N 1.25317 -1.95309 -0.87612
C 1.64572 -0.67301 -0.54897
N 0.90590 0.33019 -0.30168
H -1.35471 2.22384 0.22955
H -0.44278 1.37628 1.45806
H -2.08680 0.84235 1.06869
H -0.93988 0.29729 -1.34424
H -0.84862 -0.77372 0.03204
H 0.27075 -2.07485 -1.02858
H 1.89660 -2.69931 -0.71043
H 2.72121 -0.55453 -0.46603
H -2.38881 -2.95152 1.26273
H -1.77679 -1.76796 1.98879
O -1.88161 -2.72646 2.05471
H 1.89757 2.55873 -0.78618
H 1.06311 3.55849 -1.50275
O 1.76861 3.52955 -0.84567
```

Values from the calculation:
Electronic energy, Ha: -381.47474
SMILES: CC/N=C\N.O.O
HOMO-LUMO gap, eV: 10.003
E_LUMO, eV: 0.5
Spin multiplicity: 1

natural (NBO) atomic charge list, values in e, 6 entries: C -0.61; C -0.25; N -0.84; C 0.29; N -0.53; H 0.21


3.
Molecular formula: C3H12N2O2
Method: DFT, ωB97M-V/def2-TZVPD

The geometry in XYZ format:
```
19
C3H12N2O2 ωB97M-V/def2-TZVPD
C 2.19594 -0.21526 -0.62100
C 0.21922 1.11208 -2.00277
N 1.58450 -1.14442 0.03418
H 0.62409 -0.92236 0.83756
H 1.48444 -2.04101 -0.42569
H 2.72500 -0.41010 -1.54887
H 2.30103 0.74887 -0.14914
H 1.20335 1.49216 -2.29560
H -0.49815 1.91388 -2.15865
H -0.05934 0.24173 -2.60276
C -1.92234 -0.97079 1.29355
N -0.57638 -0.51838 1.54712
O -0.59165 0.51914 2.50579
O -0.27287 0.73162 -0.34313
H -1.27105 1.15226 2.21301
H -0.28655 1.60162 0.08236
H -2.41642 -1.31940 2.20845
H -1.87418 -1.78216 0.57081
H -2.56864 -0.18948 0.85479
```

Values from the calculation:
Electronic energy, Ha: -381.21521
HOMO-LUMO gap (spin up / spin down), eV: 5.476 / 5.477
E_LUMO (spin up / spin down), eV: 0.0 / 0.0
Spin multiplicity: 1

natural (NBO) atomic charge list, values in e, 6 entries: C 0.07; C -0.37; N -0.60; H 0.44; H 0.38; H 0.18


What is the spin multiplicity in the second record?
1